{
  "formula": "C25H55BN2O4",
  "method": "ωB97M-V with the def2-TZVPD basis set",
  "elements": ["C", "C", "C", "C", "C", "C", "C", "C", "B", "N", "C", "N", "H", "H", "H", "H", "H", "H", "H", "H", "H", "H", "H", "H", "H", "H", "H", "C", "C", "O", "C", "C", "H", "H", "H", "H", "H", "H", "H", "H", "H", "H", "C", "C", "O", "C", "C", "H", "H", "H", "H", "H", "H", "H", "H", "H", "H", "C", "C", "O", "C", "C", "H", "H", "H", "H", "H", "H", "H", "H", "H", "H", "C", "C", "O", "C", "C", "H", "H", "H", "H", "H", "H", "H", "H", "H", "H"],
  "coordinates": [[1.6773, -0.1765, 3.4343], [2.3247, 1.1056, 2.9678], [3.5823, 1.0010, 2.3882], [4.2350, 2.1313, 1.9167], [3.6291, 3.3662, 2.0573], [2.3835, 3.4790, 2.6486], [1.7003, 2.3475, 3.1020], [0.3177, 2.4791, 3.6834], [-0.8534, 1.8852, 2.8026], [-2.1297, 1.6538, 3.4701], [-0.6586, 1.5752, 1.2645], [-0.7450, 2.8492, 0.4972], [1.7150, -0.9190, 2.6371], [0.6332, -0.0504, 3.7104], [2.2077, -0.5932, 4.2911], [4.0212, 0.0164, 2.2823], [5.1970, 2.0447, 1.4300], [4.1479, 4.2449, 1.6979], [1.9242, 4.4546, 2.7512], [0.2448, 2.0824, 4.6986], [0.0711, 3.5460, 3.7335], [-2.1811, 0.7714, 3.9656], [-2.8916, 1.6593, 2.7996], [-1.4501, 0.9216, 0.8948], [0.2874, 1.0612, 1.0557], [0.0381, 3.4424, 0.7441], [-0.6814, 2.6606, -0.4948], [-1.3089, -0.3922, -3.2225], [-0.5048, -1.1909, -2.2123], [-1.2431, -1.5443, -1.0559], [-2.3619, -2.3862, -1.2680], [-2.0103, -3.7439, -1.8511], [-1.7914, 0.4580, -2.7392], [-0.6612, -0.0194, -4.0167], [-2.0914, -0.9919, -3.6900], [0.3233, -0.5846, -1.8422], [-0.0638, -2.0803, -2.6774], [-3.1079, -1.8852, -1.8961], [-2.8107, -2.5107, -0.2818], [-1.6539, -3.6696, -2.8791], [-2.8882, -4.3906, -1.8585], [-1.2259, -4.2195, -1.2589], [-4.9291, 3.3973, -5.6239], [-4.6118, 2.1064, -4.8877], [-3.6643, 2.2555, -3.8470], [-4.0382, 3.1211, -2.7888], [-5.2793, 2.6736, -2.0354], [-4.0094, 3.8813, -5.9550], [-5.5475, 3.1855, -6.4967], [-5.4747, 4.1035, -4.9964], [-4.1614, 1.3910, -5.5764], [-5.5325, 1.6474, -4.5089], [-4.1614, 4.1469, -3.1546], [-3.1826, 3.1267, -2.1127], [-6.1810, 2.7527, -2.6447], [-5.4215, 3.2969, -1.1523], [-5.1762, 1.6349, -1.7179], [-2.6685, -7.7026, -6.4239], [-1.9657, -6.4453, -5.9397], [-2.1799, -6.1569, -4.5699], [-1.7184, -7.1354, -3.6563], [-0.2174, -7.3675, -3.7116], [-3.7259, -7.6727, -6.1582], [-2.5817, -7.7830, -7.5078], [-2.2372, -8.6062, -5.9906], [-2.3551, -5.5777, -6.4726], [-0.8932, -6.4992, -6.1597], [-2.2577, -8.0794, -3.7948], [-1.9891, -6.7560, -2.6707], [0.0905, -7.8450, -4.6431], [0.0899, -8.0169, -2.8914], [0.3156, -6.4194, -3.6273], [4.3992, 2.5807, 5.7256], [5.1636, 2.1473, 6.9625], [6.5414, 1.8987, 6.7398], [7.2922, 3.0017, 6.2681], [7.3169, 4.1865, 7.2198], [4.5342, 1.9326, 4.8602], [3.3319, 2.6346, 5.9477], [4.7164, 3.5800, 5.4174], [4.7684, 1.2035, 7.3403], [5.0285, 2.8876, 7.7594], [6.9373, 3.3156, 5.2793], [8.3033, 2.6163, 6.1341], [6.3413, 4.6682, 7.2998], [8.0257, 4.9349, 6.8638], [7.6177, 3.8659, 8.2180]],
  "forces_ev_per_angstrom": [[0.0, 0.1, -0.1], [-0.1, -0.4, 0.2], [0.0, 0.4, -0.2], [0.0, -0.3, 0.0], [0.2, 0.3, -0.1], [-0.1, -0.3, 0.0], [0.1, 0.2, 0.1], [0.2, -0.2, -0.4], [-0.1, -0.3, 0.4], [0.1, 0.0, -0.7], [-0.1, 0.6, -0.6], [-0.1, -0.1, 0.2], [0.0, -0.1, 0.0], [0.0, 0.0, 0.1], [0.0, 0.0, 0.1], [0.1, 0.0, 0.0], [0.1, 0.0, 0.0], [-0.1, 0.1, 0.0], [0.0, 0.0, 0.0], [0.0, 0.1, 0.1], [-0.1, 0.0, 0.2], [0.0, 0.3, 0.5], [0.0, -0.3, 0.0], [-0.1, 0.0, 0.0], [0.0, -0.1, 0.2], [0.1, 0.0, -0.1], [0.1, 0.0, 0.0], [-0.1, 0.0, 0.0], [0.0, 0.1, -0.1], [0.0, 0.0, 0.1], [-0.1, 0.0, 0.0], [0.1, 0.0, -0.1], [0.0, 0.0, 0.0], [0.0, 0.0, 0.0], [0.0, 0.0, 0.0], [0.0, 0.0, 0.0], [0.0, 0.0, 0.0], [0.0, 0.0, 0.0], [0.0, 0.0, 0.0], [-0.1, 0.0, 0.0], [0.0, 0.0, 0.0], [0.0, 0.0, 0.0], [0.0, 0.1, 0.1], [0.0, 0.0, -0.1], [0.1, 0.0, 0.0], [0.0, 0.0, 0.1], [0.0, 0.0, -0.1], [0.0, 0.0, 0.0], [0.0, 0.0, 0.0], [0.0, 0.0, 0.0], [0.0, 0.0, 0.0], [0.0, 0.0, 0.0], [0.0, 0.0, 0.0], [0.0, 0.0, 0.0], [0.0, 0.0, 0.0], [0.0, 0.0, 0.0], [0.0, 0.0, 0.0], [0.0, 0.0, 0.1], [0.0, 0.0, -0.1], [0.0, 0.1, 0.0], [0.1, 0.0, 0.1], [0.0, 0.0, -0.1], [0.0, 0.0, 0.0], [0.0, 0.0, 0.0], [0.0, 0.0, 0.0], [0.0, 0.0, 0.0], [0.0, 0.0, 0.0], [0.0, 0.0, 0.0], [0.0, 0.0, 0.0], [0.0, 0.0, 0.0], [0.0, 0.0, 0.0], [0.0, 0.0, 0.0], [0.0, 0.4, -0.1], [-0.1, -0.2, -0.1], [0.0, 0.0, 0.0], [0.1, 0.0, -0.1], [-0.1, 0.0, 0.0], [0.1, -0.2, 0.2], [0.0, 0.0, 0.0], [-0.1, 0.0, 0.0], [0.0, 0.0, 0.0], [0.0, 0.0, 0.0], [0.0, 0.0, 0.0], [0.0, 0.0, 0.0], [0.0, 0.0, 0.0], [0.0, 0.0, 0.0], [0.0, 0.0, 0.0]],
  "lowdin_charge": [-0.03, -0.25, -0.06, -0.09, -0.10, -0.05, -0.22, -0.07, -0.43, 0.14, -0.18, 0.00, 0.09, 0.06, 0.09, 0.11, 0.10, 0.10, 0.11, 0.11, 0.12, 0.08, 0.07, 0.09, 0.10, 0.05, 0.05, -0.07, -0.28, -0.17, -0.28, -0.08, 0.07, 0.08, 0.07, 0.11, 0.11, 0.11, 0.12, 0.07, 0.08, 0.08, -0.08, -0.28, -0.17, -0.28, -0.08, 0.08, 0.08, 0.07, 0.12, 0.11, 0.11, 0.11, 0.07, 0.08, 0.08, -0.08, -0.28, -0.17, -0.28, -0.08, 0.08, 0.08, 0.07, 0.12, 0.11, 0.11, 0.11, 0.07, 0.08, 0.08, -0.07, -0.28, -0.16, -0.29, -0.08, 0.07, 0.08, 0.07, 0.12, 0.11, 0.11, 0.12, 0.07, 0.07, 0.08],
  "spin_multiplicity": 1,
  "charge": 0,
  "smiles": "Cc1ccccc1CB(N)CN.CCOCC.CCOCC.CCOCC.CCOCC",
  "molar_mass_g_mol": 458.5,
  "lumo_energy_ev": 0.62,
  "homo_lumo_gap_ev": 9.222
}

***

{
  "formula": "C25H55N3O3",
  "method": "ωB97M-V with the def2-TZVPD basis set",
  "elements": ["O", "C", "O", "O", "H", "C", "C", "C", "N", "C", "C", "C", "C", "C", "H", "H", "H", "H", "H", "H", "H", "H", "H", "H", "H", "H", "H", "H", "H", "H", "H", "H", "C", "C", "C", "N", "C", "C", "C", "C", "C", "H", "H", "H", "H", "H", "H", "H", "H", "H", "H", "H", "H", "H", "H", "H", "H", "H", "H", "C", "C", "C", "N", "C", "C", "C", "C", "C", "H", "H", "H", "H", "H", "H", "H", "H", "H", "H", "H", "H", "H", "H", "H", "H", "H", "H"],
  "coordinates": [[-2.9812, 0.0502, 3.3523], [-2.2857, 1.1165, 3.0650], [-1.8648, 1.8140, 4.0031], [-1.9033, 1.2544, 1.9044], [-3.0780, 0.4227, 4.2317], [2.3823, 7.6260, 0.2855], [1.2781, 8.4155, 1.0618], [0.9282, 7.7370, 2.3837], [-0.2415, 8.4905, 3.1877], [-1.5610, 8.1773, 2.4912], [0.0203, 10.0097, 3.2475], [-0.6340, 10.3972, 4.5817], [-0.0998, 9.3575, 5.4979], [-0.1898, 8.0690, 4.6884], [2.5493, 8.1598, -0.6500], [2.0712, 6.6477, -0.0809], [3.3141, 7.5618, 0.8474], [0.3635, 8.6380, 0.5123], [1.7118, 9.3737, 1.3479], [1.8251, 7.7235, 3.0030], [0.6475, 6.6904, 2.2648], [-1.6431, 8.7813, 1.5876], [-2.3754, 8.5390, 3.1188], [-1.6017, 7.1165, 2.2437], [-0.4260, 10.3945, 2.3305], [1.1014, 10.1398, 3.2976], [-1.7148, 10.2744, 4.5119], [-0.2991, 11.3665, 4.9511], [-0.6662, 9.3801, 6.4289], [0.9358, 9.6130, 5.7222], [-1.1019, 7.5700, 5.0158], [0.6858, 7.4671, 4.9319], [2.7147, -3.7479, 4.5822], [3.6110, -2.5883, 4.0248], [3.5963, -2.3732, 2.4792], [4.5105, -1.2221, 1.9468], [4.3756, 0.0408, 2.8619], [6.0343, -1.5385, 1.8614], [6.3401, -1.6545, 0.3065], [5.3634, -0.6374, -0.2838], [4.0929, -0.8899, 0.4745], [2.6877, -3.8331, 5.6686], [3.0071, -4.7193, 4.1835], [1.6888, -3.5421, 4.2768], [4.5909, -2.7568, 4.4715], [3.1903, -1.7095, 4.5133], [2.6150, -1.9917, 2.1969], [3.8269, -3.2479, 1.8711], [4.5163, -0.2870, 3.8919], [3.3523, 0.3989, 2.7493], [5.0775, 0.7600, 2.4397], [6.7010, -1.0043, 2.5384], [6.1814, -2.5745, 2.1667], [7.3538, -1.3049, 0.1108], [6.1352, -2.6335, -0.1268], [5.7341, 0.3784, -0.1470], [5.2348, -0.6746, -1.3655], [3.4445, -0.0202, 0.3682], [3.5877, -1.7864, 0.1149], [-4.7678, -4.7060, -3.5572], [-4.6078, -5.3054, -4.9457], [-3.8052, -6.5782, -4.9075], [-3.6681, -7.3603, -6.2513], [-2.7192, -6.6452, -7.2352], [-5.0662, -7.6272, -6.9097], [-5.7147, -8.7255, -6.0300], [-4.5187, -9.7002, -5.9636], [-3.2287, -8.8479, -6.0578], [-5.2212, -5.2551, -2.7320], [-5.3944, -3.8143, -3.5774], [-3.8596, -4.3607, -3.0633], [-4.1059, -4.5523, -5.5531], [-5.6175, -5.4801, -5.3174], [-4.2445, -7.3083, -4.2277], [-2.7478, -6.4517, -4.6754], [-1.7350, -6.4776, -6.7978], [-3.1905, -5.6632, -7.2754], [-2.8613, -7.2235, -8.1481], [-4.9373, -7.9154, -7.9530], [-5.7106, -6.7518, -6.9894], [-6.5667, -9.2415, -6.4728], [-6.0088, -8.3377, -5.0547], [-4.5324, -10.5214, -6.6803], [-4.6128, -10.2323, -5.0170], [-2.6812, -9.1256, -6.9585], [-2.5870, -9.0066, -5.1912]],
  "forces_ev_per_angstrom": [[-2.2, -1.5, 1.2], [4.3, 1.9, -3.0], [-0.6, 0.9, 2.2], [-0.2, 0.1, -2.2], [-1.0, -1.3, 1.7], [-1.1, 0.6, -0.5], [0.5, -0.3, 0.7], [-0.5, 0.5, 0.3], [1.6, -1.1, -0.2], [0.4, 0.7, 0.4], [-0.9, -0.8, 0.2], [0.3, 0.5, -1.0], [0.5, 0.0, 0.3], [-0.3, 0.1, 0.6], [0.3, 0.2, 0.1], [-0.1, -0.2, 0.5], [-0.1, 0.0, 0.0], [0.2, -0.3, -0.4], [0.0, 0.2, -0.3], [-0.2, 0.3, 0.4], [-0.5, 0.1, 0.0], [0.4, -0.2, -0.1], [0.0, -0.5, 0.2], [-0.2, 0.1, 0.3], [0.3, 0.4, 0.2], [-0.1, 0.1, -0.2], [-0.1, 0.6, 0.0], [-0.5, 0.2, -0.4], [0.1, -0.5, 0.0], [0.1, -0.2, 0.2], [0.1, -0.4, -0.7], [-0.3, -0.3, -0.7], [-0.2, 0.3, -1.3], [-0.3, -0.5, 0.6], [0.2, 0.8, 0.6], [0.6, 1.2, 0.7], [-0.6, -1.2, -1.3], [-0.6, -2.9, -1.5], [0.0, 2.0, 0.8], [0.5, 0.1, -0.1], [0.1, -0.1, 0.3], [0.4, 0.4, -0.1], [0.0, 0.0, 0.0], [-0.1, -0.2, 0.0], [0.4, 0.2, -0.5], [0.2, 0.2, -0.2], [-0.2, -0.3, 0.0], [0.1, 0.0, 0.2], [0.5, 0.4, -0.3], [0.0, 0.0, 0.0], [0.0, 0.0, 0.5], [-0.5, 0.8, -0.5], [-0.4, 0.0, 0.6], [0.1, -0.5, 0.0], [0.2, -0.1, 0.5], [0.0, 0.1, 0.4], [-0.2, -0.5, 0.0], [-0.3, -0.2, 0.7], [0.0, 0.1, 0.0], [0.0, 1.0, 1.4], [-0.1, 0.1, 0.4], [0.5, -1.5, -0.9], [-0.9, -1.0, -0.6], [-2.2, 0.2, 1.3], [-0.9, 0.6, 0.5], [1.5, -0.1, -1.3], [-0.3, -0.2, 1.5], [-0.5, 0.0, 0.0], [-0.3, -0.9, -0.6], [0.0, 0.1, -0.4], [0.5, 0.0, -0.5], [-0.2, 0.0, -0.2], [0.1, -0.1, -0.3], [0.1, 0.2, 0.1], [-0.1, 0.3, 0.5], [0.0, -0.7, -0.3], [0.2, 0.1, -0.7], [0.8, 0.4, -0.1], [0.5, -0.5, 0.2], [0.6, 0.4, 0.4], [0.0, 0.5, -0.2], [0.1, 0.0, -0.1], [-0.1, 0.5, -0.5], [0.5, 0.1, 0.2], [0.1, 0.2, 0.1], [0.0, 0.6, 0.0]],
  "lowdin_charge": [0.08, -0.99, -0.09, -0.08, 0.08, -0.07, -0.23, -0.10, -0.21, 0.03, -0.08, -0.16, -0.18, -0.07, 0.08, 0.08, 0.08, 0.11, 0.10, 0.13, 0.14, 0.10, 0.11, 0.12, 0.13, 0.13, 0.12, 0.13, 0.13, 0.12, 0.14, 0.13, -0.08, -0.22, -0.09, -0.22, 0.05, -0.07, -0.12, -0.18, -0.10, 0.08, 0.07, 0.08, 0.11, 0.10, 0.14, 0.13, 0.09, 0.11, 0.11, 0.13, 0.12, 0.12, 0.12, 0.12, 0.13, 0.14, 0.13, -0.10, -0.22, -0.11, -0.23, 0.05, -0.09, -0.12, -0.15, -0.07, 0.08, 0.09, 0.08, 0.12, 0.11, 0.13, 0.14, 0.11, 0.10, 0.11, 0.13, 0.12, 0.13, 0.11, 0.12, 0.11, 0.12, 0.13],
  "spin_multiplicity": 1,
  "charge": 2,
  "molar_mass_g_mol": 445.7,
  "lumo_energy_ev": -3.21,
  "homo_lumo_gap_ev": 5.227
}